# 1
# C14H28FN2O6P2S

A cluster of 2 separate species, C14H28FN2O6P2S in total (ωB97M-V/def2-TZVPD, the OMol25 dataset).

Atoms and positions in Å:
C: 4.62438 -1.31039 2.01467
C: 5.05900 -1.62495 0.59893
O: 6.16039 -1.36430 0.26860
N: 4.09452 -2.21715 -0.27192
C: 4.84227 -2.97652 -1.28968
C: 3.29231 -1.12857 -0.89955
C: 1.81528 -1.20953 -0.50334
C: 1.13920 0.19356 -0.38096
C: 0.13504 0.17056 0.77641
C: -1.17802 0.96508 0.51652
C: -1.20569 2.42806 0.92089
C: 0.11110 3.20761 0.69637
C: 0.05398 4.21583 -0.42438
S: -0.22502 3.38876 -2.02380
N: -1.69158 0.66518 -0.81928
C: -2.78286 -0.13679 -0.88813
O: -3.47840 -0.21544 -1.84501
C: -2.84857 -0.89534 0.44917
P: -4.46073 -1.50240 1.09692
P: -5.47652 -2.61282 -0.46639
O: -4.80027 -3.86194 -0.79878
O: -5.82244 -1.73852 -1.74856
O: -6.90081 -2.93014 0.20020
C: -2.22423 0.18670 1.38219
O: -3.30304 0.98953 1.84946
H: 4.07027 -2.15335 2.41158
H: 3.98227 -0.43292 1.96103
H: 5.50943 -1.09848 2.59312
H: 5.36776 -2.34421 -2.00550
H: 4.17140 -3.62532 -1.84183
H: 5.58264 -3.59348 -0.79441
H: 3.71946 -0.16169 -0.63778
H: 3.34278 -1.23596 -1.97710
H: 1.25798 -1.75395 -1.26384
H: 1.70028 -1.74438 0.43281
H: 0.68247 0.40681 -1.34036
H: 1.93018 0.91433 -0.21105
H: 0.61231 0.65458 1.62836
H: -0.13503 -0.84241 1.05204
H: -1.46540 2.52543 1.96705
H: -1.99042 2.94121 0.36394
H: 0.32806 3.77657 1.59371
H: 0.97805 2.57725 0.52577
H: -0.67774 4.99041 -0.21883
H: 1.02724 4.74566 -0.48716
H: 0.11095 4.30431 -2.94695
H: -1.59290 1.38348 -1.53011
H: -2.13903 -1.71429 0.34799
H: -5.33282 -0.41693 1.32184
H: -5.55901 -2.24272 -2.53354
H: -7.04334 -3.88689 0.15747
H: -1.79097 -0.27032 2.26121
H: -3.67406 1.49025 1.10922
F: 2.09787 6.12094 -0.34924

Values from the calculation:
2S+1	1
net charge	-1
E	-2292.0825	hartree
Kohn-Sham gap	6.558	eV



# 2
# C14H28N3S5SbSiTc

A structure of composition C14H28N3S5SbSiTc (ωB97M-V/def2-TZVPD, the OMol25 dataset).

Atoms and positions in Å:
Tc: -0.83990 -1.92761 -0.38609
S: -2.45651 -6.13548 -2.36902
Sb: -0.94797 -4.57540 -2.80195
S: -3.09898 -2.77633 -0.38983
S: -2.28717 -2.30560 -2.19292
S: -0.01171 -4.08905 -0.54327
C: 1.23500 3.59726 -0.87090
Si: 2.17677 2.51777 -2.06135
C: 3.93229 3.14223 -2.19901
C: 1.38582 2.51057 -3.74312
C: 2.27605 0.75524 -1.38804
C: 3.49202 0.14684 -1.12373
C: 3.57693 -1.16118 -0.63066
C: 2.40797 -1.83854 -0.39542
N: 1.21828 -1.26426 -0.62062
C: 1.13148 -0.02201 -1.12374
S: -0.53094 0.40916 -1.39827
H: 1.31095 4.64517 -1.17057
H: 1.64423 3.50554 0.13814
H: 0.17919 3.32431 -0.83681
H: 3.91902 4.17695 -2.55004
H: 4.51857 2.56165 -2.91481
H: 4.45230 3.13039 -1.23838
H: 1.38126 3.52002 -4.16173
H: 0.35679 2.15088 -3.69921
H: 1.94386 1.86608 -4.42573
H: 4.41065 0.69055 -1.31135
H: 4.52813 -1.63958 -0.44845
H: 2.38125 -2.86206 -0.04491
C: -4.22559 0.19671 1.12401
N: -2.80881 0.52840 1.08785
C: -2.65633 1.93497 0.74471
C: -2.16914 0.25043 2.35928
C: -1.87587 -1.21581 2.61020
N: -0.67345 -1.80063 1.93951
C: -0.56187 -3.18119 2.47097
C: 0.52638 -1.05586 2.36715
H: -4.76940 0.85596 1.82081
H: -4.37895 -0.83580 1.42792
H: -4.65245 0.30105 0.12719
H: -3.15361 2.58696 1.48208
H: -3.09801 2.12614 -0.23324
H: -1.60048 2.19597 0.69266
H: -2.79630 0.59737 3.20040
H: -1.24745 0.83168 2.41877
H: -2.72880 -1.83645 2.33765
H: -1.71599 -1.34396 3.68862
H: -0.52285 -3.14367 3.56542
H: 0.33988 -3.65224 2.09208
H: -1.41770 -3.76894 2.14754
H: 0.51289 -0.92421 3.45479
H: 0.57275 -0.08324 1.88135
H: 1.41552 -1.61715 2.09404

Values from the calculation:
2S+1	4
E	-3316.1008	hartree
Kohn-Sham gap (alpha / beta)	7.049 / 6.333	eV
energy above the lowest of the compared OMol25 structures with the same formula, charge and spin	0.000	eV



# 3
# C14H28N7O4

The ion C14H28N7O4 with charge +1 (ωB97M-V/def2-TZVPD, the OMol25 dataset).

Atoms and positions in Å:
C: -3.37353 -1.40205 3.37425
N: -2.52385 -0.86536 2.30260
C: -2.69530 -1.12877 0.99343
O: -3.61911 -1.84184 0.57093
C: -1.65364 -0.53832 0.02901
C: -2.31861 0.58117 -0.80599
C: -2.11852 0.49697 -2.32490
C: -2.64028 -0.77689 -3.02544
N: -3.74672 -1.44864 -2.32794
C: -4.93204 -1.79509 -2.79680
N: -5.72052 -2.31818 -1.95285
N: -5.36334 -1.75081 -4.01081
N: -0.36911 -0.10936 0.63291
C: 0.57041 -0.93947 1.10541
O: 0.42037 -2.14964 1.08840
C: 1.84324 -0.26093 1.57655
C: 3.06690 -1.21226 1.62930
C: 4.35036 -0.62431 2.28009
C: 4.28052 -0.51218 3.79069
N: 5.38458 -0.32843 4.49212
O: 3.19175 -0.57451 4.38301
N: 2.10355 1.00465 0.90480
C: 2.29113 1.30639 -0.37601
C: 2.42325 0.21966 -1.42917
O: 2.32467 2.49682 -0.67125
H: -4.16858 -0.64937 3.54707
H: -2.78827 -1.56470 4.27917
H: -3.87761 -2.31249 3.04817
H: -1.69479 -0.34446 2.54500
H: -1.40976 -1.35629 -0.60983
H: -3.41947 0.57685 -0.68349
H: -1.92277 1.54964 -0.44183
H: -2.61599 1.33837 -2.82501
H: -1.05345 0.58724 -2.53981
H: -2.89282 -0.56449 -4.07196
H: -1.81812 -1.47453 -3.02664
H: -3.53239 -1.66386 -1.35140
H: -6.63337 -2.64387 -2.25310
H: -5.51882 -2.27451 -0.96617
H: -4.73171 -1.56657 -4.78998
H: -6.30519 -1.95507 -4.20464
H: -0.20997 0.87373 0.70035
H: 1.63926 0.03434 2.59051
H: 3.31781 -1.43386 0.57494
H: 2.86826 -2.09788 2.20883
H: 5.13571 -1.35013 1.99261
H: 4.61370 0.32432 1.80883
H: 6.30412 -0.36636 4.09791
H: 5.25548 -0.27966 5.46128
H: 2.11651 1.82275 1.52892
H: 3.42505 -0.13547 -1.41520
H: 2.16894 0.68631 -2.39321
H: 1.75019 -0.62097 -1.30603

Values from the calculation:
2S+1	1
net charge	+1
SMILES string	CNC(=O)[C@@H](CCCNC(N)=[NH2+])NC(=O)[C@@H](CCC(N)=O)NC(C)=O
E	-1234.4156	hartree
Kohn-Sham gap	9.295	eV
energy above the lowest of the compared OMol25 structures with the same formula, charge and spin	0.370	eV